Entry from the OMol25 dataset: a single BrClI2Si molecule (ωB97M-V with the def2-TZVPD basis set).

Last column: Mulliken charge in e.
Positions of all 5 atoms, in Å:
Si -0.843 -0.647 0.959  0.05
Cl 2.776 1.602 -1.342  -0.30
Br -1.082 -2.502 -0.357  -0.17
I 1.497 0.524 0.291  0.43
I -2.601 0.808 0.185  0.01

The spin multiplicity is 1. The calculation puts the HOMO energy at -9.25 eV. The energy above the lowest of the compared OMol25 structures with the same formula, charge and spin is 73.2 kcal/mol.